Below is a cluster of 6 separate species, C31H77O13P2S in total in a non-equilibrium geometry, with properties calculated with ωB97M-V with the def2-TZVPD basis set.

Each line ends with the Mulliken charge.
Element x y z (Å)
C: 2.886614 3.549970 -3.746950  -0.398
O: 2.893329 2.395566 -4.561775  -0.469
C: 2.811326 1.207160 -3.803280  -0.780
C: 1.378035 0.914029 -3.249766  -0.464
C: 1.448220 0.570925 -1.715047  0.253
C: -0.038532 0.453949 -1.222178  -1.303
C: -0.256973 0.694705 0.318033  -0.253
C: 1.034452 0.705650 1.179724  1.414
C: 0.590080 1.090476 2.658558  -0.543
C: 1.406530 2.267672 3.309309  -1.040
P: 1.607978 3.766315 2.224486  0.548
C: 1.333346 5.282069 3.296182  -1.221
C: 0.411034 3.883766 0.824897  -0.058
P: 3.698375 3.922540 1.565685  0.669
O: 4.631417 4.392255 2.876594  -0.523
O: 4.313418 2.451017 1.078250  -0.414
S: 3.746187 5.301018 0.215273  -0.257
H: 1.888983 4.027384 -3.834360  0.169
H: 3.057952 3.349483 -2.671111  0.075
H: 3.650446 4.285359 -4.060198  0.344
H: 3.473971 1.324417 -2.913839  0.388
H: 3.193506 0.326401 -4.342827  0.382
H: 0.807111 0.168234 -3.822932  0.318
H: 0.821160 1.873637 -3.307823  0.227
H: 2.021759 1.394487 -1.260384  -0.088
H: 1.918423 -0.422557 -1.622731  0.248
H: -0.634733 1.226002 -1.750983  0.403
H: -0.455518 -0.525384 -1.504296  0.244
H: -0.865404 -0.157996 0.685890  0.506
H: -0.896257 1.585667 0.456537  -0.352
H: 1.452927 -0.315525 1.193183  0.404
H: 1.834077 1.379613 0.819437  -0.937
H: 0.780427 0.196309 3.279893  0.230
H: -0.502282 1.239765 2.650133  0.139
H: 0.820329 2.600919 4.192969  0.619
H: 2.378558 1.937182 3.723361  0.400
H: 1.838394 5.065913 4.250815  0.432
H: 1.833384 6.122627 2.788152  0.393
H: 0.254892 5.471460 3.395252  0.441
H: -0.599000 3.594315 1.167627  -0.046
H: 0.686411 3.173456 0.024251  -0.181
H: 0.449866 4.892837 0.382509  0.383
H: 5.529830 4.451332 2.526732  0.383
H: 3.946089 1.753437 1.642793  0.261
C: 1.370766 -6.176685 -3.888269  -0.773
O: 0.579274 -6.190684 -2.707869  -0.383
C: 1.107918 -5.358557 -1.685038  -0.673
C: 0.395579 -4.017473 -1.630687  -0.264
O: 0.625961 -3.254763 -2.810191  -0.207
C: -0.454653 -3.333023 -3.727742  -0.872
H: 0.768474 -6.579822 -4.701740  0.263
H: 1.689148 -5.167450 -4.156568  0.267
H: 2.250926 -6.812721 -3.753521  0.323
H: 2.185813 -5.223146 -1.815527  0.407
H: 0.947429 -5.877811 -0.734995  0.391
H: 0.800404 -3.439555 -0.792836  0.230
H: -0.676588 -4.151992 -1.459068  0.309
H: -1.267658 -2.675536 -3.402178  0.316
H: -0.832212 -4.351833 -3.835389  0.406
H: -0.099275 -2.992973 -4.700496  0.252
C: -3.086325 8.297765 -3.495033  -0.666
O: -1.780417 8.835562 -3.342892  -0.380
C: -1.398100 8.980555 -1.984182  -0.656
C: -0.510797 7.833839 -1.529643  -0.433
O: -1.209813 6.591748 -1.532337  -0.269
C: -0.930802 5.813508 -2.688168  -0.804
H: -3.187585 7.946392 -4.521248  0.247
H: -3.266310 7.458613 -2.819649  0.259
H: -3.833033 9.076904 -3.314690  0.331
H: -2.278810 9.070274 -1.341166  0.337
H: -0.830718 9.912423 -1.908137  0.391
H: -0.197381 8.022648 -0.497660  0.333
H: 0.389596 7.770973 -2.148019  0.363
H: 0.043726 5.322919 -2.581086  0.218
H: -0.937032 6.413399 -3.599756  0.429
H: -1.701671 5.047081 -2.774764  0.303
C: -3.856037 0.370709 3.390893  -0.704
O: -3.397629 1.692188 3.646114  -0.435
C: -3.430751 2.516955 2.491245  0.318
C: -4.660099 3.410773 2.467205  -0.750
O: -5.850538 2.652695 2.343695  -0.394
C: -6.517624 2.464044 3.584508  -0.686
H: -4.080804 -0.097776 4.348103  0.272
H: -4.758797 0.361874 2.777977  0.341
H: -3.070415 -0.206972 2.891384  0.244
H: -3.373635 1.908606 1.582315  0.265
H: -2.536703 3.152563 2.528783  -0.091
H: -4.602237 4.061611 1.589152  0.362
H: -4.695631 4.047909 3.355885  0.378
H: -7.067047 3.370055 3.855873  0.321
H: -5.824215 2.203588 4.387027  0.301
H: -7.227980 1.647065 3.462245  0.249
C: 3.595041 -0.966013 3.640732  -0.919
O: 3.438286 -1.574395 2.373205  -0.077
C: 4.659522 -2.110668 1.864552  -0.598
C: 4.753153 -3.609031 2.095479  -0.601
O: 4.820733 -3.920057 3.479200  -0.402
C: 3.571725 -4.332379 4.014856  -0.642
H: 2.606384 -0.851905 4.086205  0.238
H: 4.214611 -1.561924 4.312347  0.538
H: 4.043571 0.029437 3.515381  0.214
H: 5.519136 -1.595551 2.303612  0.374
H: 4.668549 -1.920499 0.787332  0.404
H: 5.676904 -3.974465 1.638815  0.400
H: 3.915452 -4.129669 1.621808  0.319
H: 3.372183 -5.372690 3.742770  0.335
H: 2.749090 -3.701325 3.669777  0.204
H: 3.631885 -4.259970 5.100654  0.258
C: -2.448360 -10.420697 -1.655802  -0.734
O: -3.729133 -9.837253 -1.474113  -0.387
C: -3.959136 -9.420450 -0.135554  -0.475
C: -3.728554 -7.928131 0.033158  -0.533
O: -2.366159 -7.579698 -0.177899  -0.367
C: -2.124641 -7.056562 -1.476810  -0.611
H: -2.235149 -10.437648 -2.724297  0.250
H: -1.663480 -9.852129 -1.152729  0.311
H: -2.451009 -11.449191 -1.280882  0.331
H: -3.336048 -9.990921 0.559785  0.316
H: -5.005867 -9.641176 0.093164  0.379
H: -3.974363 -7.650587 1.062859  0.390
H: -4.381237 -7.356974 -0.633895  0.322
H: -2.450547 -6.010606 -1.523549  0.314
H: -2.635355 -7.632177 -2.252094  0.362
H: -1.053017 -7.099019 -1.665967  0.150

Cartesian forces, eV/Å:
C -0.6283 0.7195 0.0963
O 0.4995 -0.3513 0.1203
C -0.3066 -0.5953 1.0478
C 0.5753 0.8879 0.7212
C -1.6347 -0.4873 -1.6982
C 0.4625 0.7526 0.5426
C 0.1570 -0.8782 -0.7351
C -1.0459 0.0588 1.0151
C 1.1952 -0.6224 -0.6287
C -1.4000 -0.2713 0.0750
P -1.0333 0.3256 1.4036
C 0.8077 -0.8154 -0.7336
C 0.7111 -0.4468 -0.4306
P 2.7931 0.9534 -1.0095
O -2.1050 -1.4414 -1.1020
O -1.4888 1.7996 1.0390
S -0.3393 -0.8527 0.3365
H 0.4556 0.0025 0.1260
H 0.0238 -0.1765 -0.4233
H -0.2953 -0.4960 -0.1253
H -0.1926 -0.1392 -0.4498
H -0.1023 0.6359 -0.3092
H 0.3382 0.1506 0.1998
H 0.1613 -0.4974 -0.1495
H -0.1702 -0.5122 0.1426
H 0.2547 0.5720 0.3638
H 0.2711 -0.4668 0.1294
H 0.2957 0.3357 -0.0166
H 0.2588 0.5146 0.0412
H 0.4930 -0.3145 0.1180
H 0.0320 0.5203 -0.0968
H -0.4272 -0.2205 -0.0312
H -0.2363 0.5283 -0.0604
H 0.4939 0.3976 0.3009
H 0.3949 0.0830 -0.4345
H -0.2730 0.2170 -0.5116
H -0.3653 0.2738 -0.2455
H -0.2579 -0.2275 0.2363
H 0.3782 -0.2001 0.0509
H 0.5096 0.3769 0.1345
H -0.0079 0.3020 0.4071
H -0.1044 -0.2555 0.4340
H 0.3737 0.1660 0.0793
H 0.2745 -0.4122 -0.0352
C -0.0088 -0.1741 -0.0385
O 0.3588 0.3816 -0.2095
C -0.3965 -0.1809 0.1221
C 0.4178 0.1574 -0.0649
O -0.1643 -0.1499 0.0372
C 0.0160 0.1557 -0.0840
H -0.0210 -0.0409 0.0756
H -0.0160 0.0093 0.0454
H 0.0489 0.0439 -0.0561
H -0.0135 0.0719 -0.0376
H 0.0135 0.0287 0.0375
H -0.0064 -0.0289 0.0493
H 0.0080 -0.0795 -0.0366
H -0.0940 -0.0525 -0.0368
H 0.0256 -0.0014 0.0603
H 0.0469 0.0416 0.0690
C -0.0191 0.1229 -0.1180
O -0.0702 -0.2512 0.2063
C 0.2522 0.0710 -0.3231
C -0.2721 0.0448 0.2907
O 0.1593 -0.0363 -0.1578
C -0.0661 -0.1172 0.0966
H 0.0496 0.0760 0.0011
H 0.0266 0.0172 0.0272
H -0.0666 -0.0598 0.0269
H 0.0111 -0.0767 0.0330
H 0.0113 -0.0012 0.0539
H 0.0224 0.0417 -0.0020
H -0.0457 0.0239 -0.0645
H 0.0523 0.0019 -0.1141
H 0.0253 0.0333 0.0430
H 0.0092 0.0252 0.0791
C 0.0669 -0.0633 0.0949
O -0.0323 -0.0354 -0.2063
C 0.0101 0.0978 0.3610
C -0.1463 -0.1267 -0.3972
O 0.2326 -0.0497 0.2309
C -0.1499 -0.0145 -0.0420
H 0.0701 0.0576 0.0065
H 0.0226 0.0498 -0.0127
H -0.0523 -0.0624 -0.0526
H -0.0931 0.0134 -0.0321
H 0.0108 0.0754 -0.0256
H 0.0492 0.0372 0.0106
H 0.0682 -0.0497 0.0480
H 0.0095 -0.0061 0.0768
H 0.0264 0.0279 -0.0265
H 0.0082 0.0587 -0.0785
C -0.1254 0.0099 -0.1745
O 0.0694 0.0775 0.1626
C -0.2130 -0.2197 -0.3045
C 0.3441 0.0488 0.2419
O -0.2756 0.2067 -0.0987
C 0.0930 -0.1017 0.1008
H -0.0005 -0.0245 -0.0175
H 0.0361 0.0379 -0.0177
H 0.1336 0.0479 0.1814
H -0.0110 -0.0526 0.0720
H 0.0125 0.0029 0.0012
H -0.0150 0.0181 -0.0560
H -0.0426 0.0708 -0.0126
H -0.0939 0.0072 -0.0034
H 0.0159 -0.0088 -0.0429
H 0.0794 -0.0388 -0.0396
C -0.0872 -0.0904 -0.0766
O 0.2323 0.1020 0.1394
C -0.2799 0.1190 -0.2909
C 0.2676 -0.1349 0.3237
O -0.2039 -0.0284 -0.2209
C 0.1953 -0.0496 0.1787
H -0.0813 -0.0151 0.0109
H -0.0282 0.0165 0.0220
H 0.0931 -0.0079 0.0183
H 0.0527 0.0619 0.0080
H -0.0002 0.0073 0.0432
H -0.0500 -0.0119 0.0010
H -0.0032 -0.0630 -0.0587
H -0.0565 0.0159 -0.1043
H -0.0516 0.0146 0.0358
H -0.1974 -0.0179 0.0780

The value obtained for the frontier orbital gap is 7.109 eV. Its total charge is +1.